Entry 1:
The molecule C17H31ClN6O, computed with ωB97M-V/def2-TZVPD.

Molar mass = 370.929 g/mol
SMILES = CCCCCCCCNc1nc(Cl)nc(NCCN2CCOCC2)n1
Kohn-Sham gap = 9.6 eV
LUMO energy = 0.78 eV

```
56
Properties=species:S:1:pos:R:3:forces:R:3
H 3.758 -0.316 2.827 -0.037 0.024 0.066
H 2.755 2.395 2.332 0.059 -0.009 -0.013
H 0.893 -0.211 0.549 -0.091 0.027 0.011
H -1.166 -2.291 0.062 -0.080 -0.075 0.002
H -3.704 -0.512 -2.207 0.004 0.034 -0.082
H -2.080 1.135 -1.351 0.111 0.064 0.015
N 1.462 -2.853 -2.752 -0.237 -0.095 -0.379
H -3.300 -2.892 -2.051 -0.099 -0.066 0.033
C -2.228 0.196 -0.817 -0.353 -0.134 -0.125
C 3.308 1.827 1.561 0.008 0.164 -0.296
H -1.253 -0.114 -0.436 0.141 0.051 0.048
H -3.117 3.611 1.792 -0.085 0.013 0.027
H 3.950 2.105 -0.475 -0.006 0.056 0.062
H -3.464 2.912 -1.158 -0.003 -0.044 -0.165
H 2.708 -2.466 2.845 -0.153 0.064 -0.031
C 2.737 -0.351 2.436 -0.040 -0.102 -0.193
C -2.726 1.572 1.277 -0.356 0.009 0.066
H 2.051 -0.044 3.247 0.088 -0.021 0.003
C 3.337 2.638 0.266 0.266 -0.009 0.316
H -0.889 -3.171 -2.738 0.125 0.044 0.019
O 2.039 2.836 -0.243 -0.083 0.165 0.008
N 3.351 -2.453 -1.412 0.449 0.117 0.079
H 4.330 1.665 1.910 -0.004 0.031 0.024
C 1.415 1.597 -0.481 -0.264 -0.310 0.104
C -3.077 3.522 -0.346 -0.147 -0.013 0.218
C -2.895 -2.253 -1.262 0.238 0.154 -0.069
C 2.520 -2.344 -0.358 -0.029 -0.297 -0.534
C -1.588 -2.867 -0.762 -0.299 -0.071 0.234
N 2.685 0.542 1.296 0.034 0.078 0.193
H 0.416 1.823 -0.856 0.028 -0.084 -0.001
N 3.111 -2.166 0.828 0.216 -0.058 0.232
H -3.613 -2.253 -0.442 -0.061 -0.105 0.005
Cl 3.750 -2.817 -3.927 0.366 -0.045 -0.503
H -2.039 -0.868 -2.662 -0.074 0.017 -0.092
H 3.754 3.631 0.440 0.042 -0.083 -0.008
C 0.711 -2.732 -1.639 0.689 0.071 -0.080
C 1.340 0.753 0.791 0.007 0.152 -0.283
H -1.646 1.702 1.186 0.115 -0.002 0.071
H 4.103 -1.985 0.781 -0.082 -0.017 -0.124
H -3.241 -0.491 0.943 -0.101 -0.052 -0.010
H 1.350 -1.932 1.835 0.092 -0.019 0.120
H 0.710 1.269 1.539 -0.001 -0.041 -0.026
N 1.193 -2.458 -0.427 -0.296 0.009 0.265
H -1.999 3.619 -0.462 0.129 0.018 -0.081
C -3.416 2.911 1.008 0.242 -0.042 -0.027
H -1.785 -3.885 -0.397 0.046 0.146 0.078
H -4.180 0.642 -0.022 -0.129 -0.053 -0.021
H -2.935 1.297 2.314 0.105 0.003 0.020
H -3.519 4.512 -0.430 -0.012 0.083 -0.097
H 1.974 1.036 -1.245 -0.062 0.018 0.021
C -2.736 -0.838 -1.821 0.086 -0.030 0.125
C 2.414 -1.797 2.030 -0.077 0.156 0.238
N -0.601 -2.902 -1.810 -0.357 -0.038 -0.175
C 2.746 -2.693 -2.550 -0.430 0.054 0.616
C -3.178 0.428 0.358 0.391 0.073 0.013
H -4.498 2.777 1.084 -0.034 0.017 0.081
```
Forces are in eV/Å.



Entry 2:
The molecule C17H32ClNO3 at a distorted geometry, computed with ωB97M-V/def2-TZVPD.

Molar mass = 333.900 g/mol
SMILES = CCN[C@H]1C[C@](Cl)(CCCCCCCCCCOC)C(=O)O1
Kohn-Sham gap = 10.3 eV
LUMO energy = 0.58 eV

```
54
Properties=species:S:1:pos:R:3:forces:R:3
H -1.808 -0.601 -0.412 -0.821 -1.915 -0.881
C 0.813 -1.249 -1.111 -1.328 1.674 -0.323
C 2.807 1.072 1.133 -1.540 0.711 -0.721
H -4.661 -1.228 -1.237 2.193 0.562 -1.228
N 5.407 0.482 1.600 -2.249 -0.215 0.192
C -0.063 -2.185 -2.132 0.728 -1.600 -0.023
C -3.681 0.744 -1.825 0.925 -0.049 -0.253
H -3.827 2.673 -0.559 0.481 -2.562 0.363
H 2.027 0.242 1.403 1.841 1.117 -0.804
O 3.635 4.043 -1.039 1.004 -8.395 3.402
H 4.650 -2.166 0.740 -0.715 0.699 2.148
C 1.973 1.197 -1.585 -1.635 1.123 -0.128
C -1.518 -2.674 -1.559 -0.225 -0.161 -1.036
H 0.367 -1.266 -0.003 1.103 -0.389 -2.389
H -5.515 1.396 3.778 0.974 -1.763 -1.520
H -2.143 -3.037 -2.510 1.331 0.696 2.049
H -2.705 1.086 -2.415 -2.057 -0.596 1.205
H -4.199 0.014 3.804 -1.584 1.117 -1.398
H 1.830 2.089 -2.365 0.489 -1.871 1.762
C -4.768 1.008 0.706 0.265 0.824 0.080
H -0.249 0.885 -0.995 1.804 -1.153 -1.157
C 0.585 0.326 -1.622 0.450 0.299 -0.297
H -2.927 -2.024 0.111 1.166 1.224 -1.966
Cl 0.937 3.181 0.451 1.270 -1.658 -0.973
C 3.634 2.813 -0.512 -1.016 3.351 -1.063
C 4.297 0.668 0.582 -0.823 1.080 -0.526
H 6.181 -1.101 2.916 -2.286 1.040 -0.810
H 2.738 1.796 2.054 0.828 -1.317 -1.717
H 1.963 -1.486 -1.088 -2.342 0.297 -0.147
H 2.887 0.560 -1.944 -1.624 1.231 0.965
O 4.726 1.882 -0.186 -2.237 2.521 -0.438
H -3.659 -1.323 -2.843 0.252 0.801 2.198
C 2.249 1.958 -0.129 2.555 0.406 -0.526
H 0.577 -3.179 -2.300 -1.451 2.021 0.254
H 0.199 0.368 -2.751 0.905 -0.331 2.474
C 5.128 -0.685 2.540 0.529 -1.031 0.665
C -3.642 1.508 -0.376 -0.212 0.470 -0.230
O -4.177 1.255 2.062 -2.018 -1.698 -0.897
H -5.735 -0.210 2.688 1.525 1.717 0.739
H 4.544 -0.296 3.506 1.057 -1.069 -2.052
H -0.188 -1.725 -3.224 0.343 -0.651 2.566
C 4.329 -1.937 1.843 0.039 -0.446 1.242
C -3.632 -0.897 -1.744 -1.169 0.210 0.252
H 4.586 -2.921 2.466 -0.583 2.186 -1.313
H 3.176 -1.751 1.985 2.272 -0.504 -0.744
H -5.095 -0.114 0.598 0.872 2.041 0.167
H 5.375 1.332 2.230 0.093 -1.068 -1.334
H -5.736 1.676 0.614 1.802 -1.352 0.042
C -4.966 0.582 3.106 0.225 -0.036 1.071
C -2.413 -1.508 -0.835 -0.799 -0.416 0.826
H -2.554 1.418 0.071 -2.342 0.044 -0.643
H 4.210 -0.118 -0.310 0.412 1.111 2.662
H -1.373 -3.656 -0.905 -0.310 2.384 -1.089
H -4.597 1.085 -2.470 1.634 -0.712 1.305
```
Forces are in eV/Å.



Entry 3:
C17H32EuNP as an isolated structure at a distorted geometry, computed with ωB97M-V/def2-TZVPD.

Molar mass = 433.388 g/mol
Kohn-Sham gap (spin up / spin down) = 5.7 / 5.7 eV
LUMO energy (spin up / spin down) = -0.69 / -0.68 eV
Multiplicity = 8

```
52
Properties=species:S:1:pos:R:3:forces:R:3
H 1.980 -0.999 -3.684 -0.225 -0.141 0.022
N 1.973 0.051 -1.852 -1.145 0.602 0.668
H -4.618 0.525 -1.545 -0.166 -0.164 0.127
H 0.917 3.020 4.584 0.158 0.145 -0.204
H 2.655 -3.681 0.480 -0.446 -0.100 -0.091
C -0.740 -3.913 0.328 0.274 0.272 -0.184
H 2.495 1.836 -2.867 -0.281 0.133 0.226
H -3.029 -2.900 -0.486 0.043 0.033 0.357
C 0.454 2.935 2.449 0.795 0.583 0.036
C 1.097 1.642 2.075 -1.137 -0.638 -0.662
H -1.572 -4.612 0.302 0.160 -0.161 -0.035
H 0.831 -5.406 0.429 -0.074 0.099 0.079
H -2.349 -0.706 -3.437 0.014 -0.244 0.106
C -2.402 -1.453 -2.634 0.205 0.298 -0.285
H 2.013 2.024 -1.142 -0.105 -0.195 -0.361
C 0.512 3.915 1.254 -0.431 0.181 0.357
H -0.628 2.771 2.713 -0.182 0.212 -0.069
H -4.903 -1.234 -1.361 -0.082 0.219 0.233
C 0.998 3.664 3.698 -0.462 0.186 0.116
H -3.130 2.510 1.395 -0.006 0.145 -0.138
H 0.777 1.695 -2.386 0.155 -0.026 0.064
H 3.591 -1.114 -1.427 0.097 0.079 0.344
H -1.483 -2.052 -2.647 -0.176 0.209 0.048
P -2.566 -0.610 -1.011 -0.003 -0.466 0.199
H 0.362 4.548 3.864 0.250 -0.033 0.214
C 1.304 -2.005 0.378 0.403 -1.316 0.351
C 2.938 -0.397 -0.893 0.303 -0.334 -0.391
C 0.588 -4.348 0.407 -0.402 0.301 -0.086
H -3.264 -2.110 -2.811 0.186 0.145 0.116
H 3.352 -1.633 0.781 -0.163 0.168 -0.004
C 1.598 -3.392 0.416 0.159 0.650 -0.126
C -1.020 -2.534 0.271 0.164 -1.493 -0.054
H -2.750 2.735 0.789 -0.156 0.037 0.067
H 0.033 3.500 0.356 0.150 0.009 0.080
C 1.350 -0.847 -2.785 0.187 0.093 0.101
C 2.472 -1.064 0.440 0.442 0.392 0.170
H 2.296 -0.288 1.201 -0.144 -0.258 -0.444
Eu -1.311 0.635 1.462 2.446 -0.563 -0.545
H 1.271 0.938 2.898 0.292 0.247 0.201
C -4.379 -0.362 -0.948 -0.141 0.099 -0.228
H 1.554 4.174 0.994 -0.369 -0.260 0.172
H -2.998 -1.927 1.006 0.043 -0.111 -0.226
C -2.462 -2.127 0.054 -0.236 0.384 0.155
H 0.386 -0.413 -3.103 0.296 -0.208 0.017
H 2.042 4.009 3.591 -0.385 -0.321 -0.118
H 1.136 -1.823 -2.318 0.153 0.319 -0.162
H 3.553 0.478 -0.628 0.006 -0.374 -0.046
C -0.020 -1.577 0.361 -0.866 1.823 0.273
C 1.806 1.467 -2.072 0.414 -0.213 -0.082
H -0.010 4.851 1.515 0.172 -0.185 -0.185
H -4.681 -0.180 0.094 -0.067 -0.067 -0.310
H 1.981 1.789 1.449 -0.117 -0.190 0.140
```
Forces are in eV/Å.



Entry 4:
A 2-piece molecular cluster, C17H32F4O4Si overall at a distorted geometry, computed with ωB97M-V/def2-TZVPD.

Molar mass = 404.517 g/mol
SMILES = CC(=O)OCCCC[Si@H](COC(C)=O)C(F)(F)C(F)F.CCCCCC
Kohn-Sham gap = 10.8 eV
LUMO energy = 0.55 eV

```
58
Properties=species:S:1:pos:R:3:forces:R:3
H 0.206 -1.599 3.834 0.086 -0.070 0.269
H -1.009 -0.420 3.324 -0.074 0.329 0.077
H 3.245 0.281 -1.555 -0.018 0.000 0.004
O -2.822 1.602 3.892 -1.213 -0.442 -1.144
C -2.201 2.716 -0.667 0.367 0.230 -0.234
H 4.444 -0.787 -3.402 -0.013 0.000 0.008
C 1.988 -1.986 -2.578 0.025 -0.084 0.089
C -0.270 -1.140 2.984 -0.143 -0.245 -0.601
H -3.063 -0.035 -1.710 -0.139 0.158 -0.186
F -2.976 2.827 -1.797 -0.103 0.024 -0.004
H 2.083 -1.596 -0.476 -0.007 -0.012 0.059
O 1.820 -0.068 2.621 -1.209 -0.297 -0.643
C 5.724 -2.079 -2.262 0.084 0.045 0.042
C 0.775 -0.470 2.152 1.905 0.565 0.773
C 4.885 -0.811 -2.402 -0.038 0.016 -0.047
H 5.091 -2.964 -2.371 -0.020 0.006 -0.015
H 7.101 -3.062 -0.906 0.018 0.010 0.022
H -0.946 4.365 -1.368 0.213 -0.057 -0.107
H -0.392 1.401 -2.221 -0.048 0.252 0.004
H 5.816 -2.183 -0.087 0.004 0.017 0.013
H 7.154 -1.300 -0.828 -0.013 0.021 0.025
C -1.495 4.055 -0.484 -0.534 0.257 0.330
H -4.721 3.161 3.689 0.069 0.191 0.153
H 4.236 -0.522 -0.364 -0.004 0.013 -0.002
C -2.199 -0.314 -1.115 0.231 0.287 0.526
H -2.198 -0.356 1.042 0.101 -0.095 0.374
C 2.780 -1.798 -1.287 -0.049 0.002 -0.100
H 6.438 -2.114 -3.089 -0.013 -0.022 -0.015
H -0.810 -1.873 2.396 -0.061 -0.228 -0.077
H 3.287 -2.733 -1.029 0.035 0.014 -0.017
H -5.819 1.974 3.025 -0.214 -0.144 -0.206
F -2.411 5.027 -0.204 0.257 -0.245 -0.012
H -4.678 -0.992 -0.501 -0.168 0.105 -0.233
C -3.747 1.414 3.114 1.363 0.189 1.179
C 0.255 1.027 0.425 -0.073 0.070 0.346
C -4.840 2.425 2.909 0.104 -0.009 0.393
H -5.674 -0.143 1.672 -0.174 0.018 0.115
O -3.808 0.232 2.458 -0.010 0.606 0.103
H -4.396 -1.937 0.921 -0.043 -0.160 0.129
H -2.219 -1.928 0.298 0.113 -0.229 0.132
C -4.675 0.121 1.331 -0.538 -0.358 -0.325
H 2.632 -2.248 -3.419 -0.011 0.027 -0.021
H 1.187 1.499 0.130 0.136 0.175 -0.183
H -4.759 1.046 0.775 0.234 0.250 0.048
F -3.062 2.559 0.383 0.000 -0.103 0.128
F -0.658 3.944 0.585 -0.004 0.093 -0.182
C 6.490 -2.159 -0.944 -0.039 -0.081 -0.066
C -4.150 -0.992 0.445 0.392 -0.345 0.471
H -0.086 1.576 1.302 -0.068 0.111 0.137
H -1.642 -1.029 -1.712 0.089 -0.204 -0.121
H 5.547 0.059 -2.346 0.016 -0.007 0.000
C 3.785 -0.651 -1.351 0.043 -0.006 0.050
Si -1.072 1.172 -0.925 0.253 -0.714 -0.511
C -2.634 -0.931 0.240 -0.105 0.258 -0.803
H 1.447 -1.072 -2.839 0.021 0.020 -0.030
H -4.763 2.934 1.957 -0.046 -0.054 -0.256
O 0.527 -0.338 0.802 -0.953 -0.155 0.165
H 1.254 -2.787 -2.468 -0.017 0.008 -0.024
```
Forces are in eV/Å.



What is the molar mass in the second record? 333.900 g/mol



Among the records above, which one has the lowest molar mass? C17H32ClNO3



Which of these has the highest molar mass? C17H32EuNP